# 1
Computed, not measured: a gas-phase ion, C9H21N2Si (charge +1), with the ωB97M-V functional and the def2-TZVPD basis.

## Properties
- SMILES string = CC(C)N1C=[N+]([Si](C)(C)C)CC1
- electronic energy (Ha) = -754.22912
- Kohn-Sham gap (hartree) = 0.34371
- HOMO level (eV) = -12.861
- ΔE to the lowest compared entry with this formula, charge and spin (eV) = 2.060
- total charge = +1

Geometry (Å):
C 1.36088 1.29334 -3.23005
C 0.81887 -0.07396 -2.78472
C -0.54850 -0.14343 -3.39634
N 0.86983 0.04644 -1.32706
C -0.18233 0.17761 -0.61894
N 0.23613 0.09873 0.90127
Si -0.94332 -0.15035 2.19922
C -1.77317 -1.84273 2.05212
C -2.11398 1.25230 1.90760
C 0.09040 -0.02314 3.77360
C 1.62743 -0.37462 0.86668
C 2.09174 -0.18740 -0.59845
H 2.31175 1.42681 -2.67079
H 1.36756 1.22760 -4.25572
H 0.71083 1.99269 -2.94885
H 1.57822 -0.97682 -3.11905
H -0.65607 0.35904 -4.30091
H -1.42065 0.35230 -2.80053
H -0.83210 -1.14655 -3.55761
H -1.26452 0.27506 -0.82858
H -2.22552 -1.94946 1.17474
H -1.16785 -2.59311 2.30224
H -2.45255 -1.95534 2.78279
H -2.68607 1.52228 2.83854
H -1.63811 2.10965 1.36772
H -2.93700 1.08909 1.11196
H -0.64226 0.15830 4.64737
H 0.50635 -0.98603 4.05814
H 0.90653 0.68202 3.58957
H 1.48648 -1.35950 1.18921
H 2.10525 0.08958 1.62220
H 2.67588 0.65359 -0.83838
H 2.73989 -1.04398 -1.10897

Forces on atoms 1 to 6 (eV/Å):
C 3.3 -3.6 1.5
C 2.1 0.4 -1.3
C -2.3 -0.2 2.6
N -2.2 -2.0 -1.0
C 1.0 -0.4 7.4
N -1.6 1.0 -6.3

# 2
Computed, not measured: a single C9H21N3 molecule, with the ωB97M-V functional and the def2-TZVPD basis.

## Properties
- SMILES string = NCC[C@@H]1CCC[C@@H](CCN)N1
- electronic energy (Ha) = -519.69886
- Kohn-Sham gap (hartree) = 0.33743
- HOMO level (eV) = -8.257
- ΔE to the lowest compared entry with this formula, charge and spin (eV) = 2.357

Geometry (Å):
N 0.80537 -1.68544 -1.45522
C 2.01866 -1.45067 -0.66669
C 2.34332 -0.03311 -0.43317
C 1.66557 0.95285 0.64364
C 1.47877 0.37061 1.95745
C 0.21109 -0.54837 2.14623
C -1.05855 -0.01136 1.35196
C -0.67864 0.49215 0.01205
C -1.68961 1.39008 -0.71245
C -2.93362 0.60586 -1.09807
N -2.56120 -0.59348 -1.89513
N 0.41706 1.42935 0.13864
H 0.83633 -1.05036 -2.19779
H 0.76526 -2.63216 -1.83884
H 2.76142 -1.84491 -1.27631
H 2.04766 -2.14439 0.27703
H 3.43555 0.15505 -0.44322
H 2.05769 0.45532 -1.49532
H 2.26739 1.83400 0.67725
H 2.28649 -0.16019 2.38252
H 1.33185 1.23063 2.60494
H 0.48469 -1.61157 1.81991
H -0.07124 -0.54623 3.21927
H -1.92410 -0.66146 1.18095
H -1.44111 0.92845 1.93120
H -0.18071 -0.41374 -0.51945
H -1.24026 1.85597 -1.57485
H -2.19523 2.01224 0.01639
H -3.53047 0.32450 -0.21911
H -3.66824 1.19712 -1.66419
H -1.64161 -0.62963 -2.33805
H -2.49337 -1.43354 -1.28067
H 0.09380 2.21643 0.74910

Forces on atoms 1 to 6 (eV/Å):
N -0.6 -1.5 1.3
C -0.7 -2.7 2.0
C -0.4 3.8 -2.1
C 0.4 -1.8 -2.9
C -2.0 -0.6 2.4
C -0.6 -0.6 -0.9

# 3
Computed, not measured: a single C9H21NO2 molecule, with the ωB97M-V functional and the def2-TZVPD basis.

## Properties
- SMILES string = CCN(CC)COOC(C)(C)C
- electronic energy (Ha) = -560.55989
- Kohn-Sham gap (hartree) = 0.33803
- HOMO level (eV) = -8.328
- ΔE to the lowest compared entry with this formula, charge and spin (eV) = 3.764

Geometry (Å):
C -1.79621 1.93977 -0.76512
C -1.89192 1.44475 0.71718
N -1.98033 -0.01649 0.83342
C -3.00510 -0.77711 0.20186
C -2.56769 -1.36899 -1.12246
C -0.86983 -0.73889 1.23112
O 0.04221 -1.05330 0.19730
O 0.80509 0.24211 -0.06935
C 2.22970 -0.03525 -0.04823
C 2.95279 1.15830 -0.63540
C 2.58985 -1.30145 -0.81902
C 2.67163 -0.11922 1.42495
H -1.05355 1.28762 -1.41124
H -1.34711 3.04570 -0.60370
H -2.80480 1.95418 -1.32722
H -0.96089 1.75556 1.27906
H -2.71023 2.01109 1.21925
H -3.82855 -0.07706 0.05669
H -3.32516 -1.64592 0.89647
H -1.75361 -2.17010 -1.11645
H -3.38866 -1.77281 -1.77202
H -2.14823 -0.57541 -1.79116
H -0.29121 -0.35290 2.06826
H -1.11842 -1.73917 1.62430
H 4.03989 1.05669 -0.43068
H 2.52910 2.11180 -0.26008
H 2.82006 1.23346 -1.75448
H 3.61763 -1.63510 -0.79610
H 2.07379 -2.17784 -0.52385
H 2.38878 -1.09531 -1.90215
H 3.69490 -0.83797 1.61828
H 2.74055 0.97818 1.87698
H 1.64550 -0.72892 1.90360

Forces on atoms 1 to 6 (eV/Å):
C 1.2 1.1 -0.4
C 0.7 -0.1 -0.5
N 0.0 1.0 1.5
C -0.6 -1.2 0.4
C 0.6 -0.6 -2.6
C 0.6 -0.8 0.8

# 4
Computed, not measured: a single C9H21NO4 molecule, with the ωB97M-V functional and the def2-TZVPD basis.

## Properties
- SMILES string = CC(C)(C)OOCN(CCO)CCO
- electronic energy (Ha) = -711.08048
- Kohn-Sham gap (hartree) = 0.34282
- HOMO level (eV) = -8.626
- ΔE to the lowest compared entry with this formula, charge and spin (eV) = 2.922

Geometry (Å):
C -3.73746 0.30522 -0.88633
C -2.74270 0.04312 0.20227
C -1.87976 1.24170 0.57054
C -3.58340 -0.47779 1.42132
O -1.91222 -1.05710 -0.09926
O -1.13751 -0.76023 -1.28851
C 0.22796 -1.19683 -1.03138
N 0.93089 -0.38905 -0.10819
C 1.65281 -1.21711 0.85792
C 2.92215 -1.85565 0.35192
O 3.92100 -0.92322 -0.00434
C 1.45011 0.84987 -0.60708
C 1.75570 1.94806 0.50188
O 2.11608 3.13636 -0.17927
H -4.36772 -0.55238 -1.04612
H -3.23325 0.64321 -1.81752
H -4.34849 1.14172 -0.41788
H -1.16910 0.92091 1.28166
H -1.45860 1.66754 -0.33118
H -2.47290 1.94757 1.10867
H -4.16489 -1.39265 1.24911
H -4.23075 0.39286 1.71188
H -2.92641 -0.57074 2.29851
H 0.23750 -2.21315 -0.62363
H 0.60218 -1.17690 -2.00880
H 0.86546 -1.98826 1.18096
H 1.95067 -0.58529 1.74567
H 3.31985 -2.45022 1.24014
H 2.70192 -2.62703 -0.42278
H 4.07795 -0.36616 0.75071
H 2.37653 0.74999 -1.22019
H 0.59760 1.20139 -1.17723
H 0.89990 2.02984 1.20342
H 2.64093 1.61283 1.07740
H 1.29419 3.32820 -0.74099

Forces on atoms 1 to 6 (eV/Å):
C -0.1 2.1 0.1
C -0.6 -0.9 1.0
C -1.2 -0.4 -0.4
C 0.7 1.7 0.6
O 0.7 -0.9 -0.3
O 0.4 -0.2 0.5

# 5
Computed, not measured: 2 unconnected molecules or ions with the total composition C9H21NOP, with the ωB97M-V functional and the def2-TZVPD basis.

## Properties
- electronic energy (Ha) = -826.45185
- Kohn-Sham gap (spin up / spin down) (hartree) = 0.26468 / 0.26461
- HOMO level (spin up / spin down) (eV) = -10.111 / -10.110
- ΔE to the lowest compared entry with this formula, charge and spin (eV) = 3.520
- total charge = +1

Geometry (Å):
C -0.16251 2.31414 2.09328
C 1.01273 0.18017 -1.27022
C -0.90423 -0.90551 0.04938
C 0.36492 -0.46516 -2.48031
C -1.63738 -1.30392 -1.28187
C 0.57708 -0.74806 -0.11602
C -1.91030 -0.45718 -3.59502
C 0.22256 -0.52265 4.06587
C 2.82850 1.51432 1.73337
N -1.15348 -0.34437 -2.30555
O 1.17351 -0.02898 3.12317
P 1.02248 1.02597 1.90325
H -1.15150 1.93343 2.40661
H -0.27454 2.98404 1.26020
H 2.03782 0.18719 -1.43974
H 0.64918 1.10611 -1.15193
H -1.32087 0.06328 0.39456
H -1.15204 -1.67907 0.73830
H 0.62799 -0.05468 -3.50108
H 0.53502 -1.58025 -2.44807
H -1.31954 -2.42688 -1.54837
H -2.73396 -1.33116 -1.09567
H 1.26570 -1.56091 0.09282
H -1.45160 -1.11419 -4.36752
H -2.98338 -0.65479 -3.44261
H -1.78870 0.46069 -4.03298
H 0.60789 -1.07728 4.99406
H -0.48517 -1.19206 3.53878
H -0.24735 0.35775 4.43490
H 2.89865 1.70476 2.72484
H 3.30030 0.62529 1.37435
H 2.77183 2.28453 1.02020
H -1.21962 0.70541 -1.87096

Forces on atoms 1 to 6 (eV/Å):
C 0.9 -2.7 0.0
C -1.2 -5.1 0.0
C 0.1 0.2 -1.3
C -0.3 -1.0 -1.4
C 1.0 -2.2 1.6
C 1.2 2.7 1.9

# 6
Computed, not measured: 3 unconnected molecules or ions with the total composition C9H21O12PS, with the ωB97M-V functional and the def2-TZVPD basis.

## Properties
- SMILES string = O=[SH](=O)COP(=O)(O)O.CCOC(=O)OC.CCOC(=O)OC
- electronic energy (Ha) = -1998.05710
- Kohn-Sham gap (hartree) = 0.40104
- HOMO level (eV) = -10.903

Geometry (Å):
O -5.68679 0.82068 1.19499
S -4.55198 0.56794 2.03041
O -4.75817 0.28464 3.41973
C -3.37793 1.92803 1.92207
O -2.09339 1.34492 2.09245
P -0.94498 2.31447 2.62626
O -1.18376 3.74266 2.45750
O 0.34621 1.77655 1.87108
O -0.78804 1.85885 4.14465
H -3.83748 -0.44522 1.47432
H -3.64638 2.66058 2.67883
H -3.49270 2.39218 0.94404
H 0.33944 0.81041 1.87449
H -0.28818 2.54594 4.60007
C 3.17533 3.10410 0.78979
C 4.51213 2.41642 0.96614
O 4.88867 1.65227 -0.19026
C 5.32604 2.36069 -1.22878
O 5.47566 3.55343 -1.26644
O 5.60486 1.51141 -2.21890
C 6.04565 2.14040 -3.42456
H 2.40603 2.38168 0.52776
H 2.88354 3.60720 1.71120
H 3.21641 3.84624 -0.00581
H 4.45450 1.68815 1.77333
H 5.30334 3.12468 1.21220
H 6.90273 2.78305 -3.23706
H 5.23630 2.71959 -3.86591
H 6.32998 1.33826 -4.09904
C -0.71988 -5.56290 -1.46049
C -1.34900 -4.89714 -0.25570
O -1.89873 -3.60747 -0.57208
C -3.04995 -3.62519 -1.24224
O -3.67423 -4.60135 -1.56089
O -3.40649 -2.36079 -1.47985
C -4.60347 -2.22968 -2.25564
H 0.03577 -4.91237 -1.90289
H -0.24824 -6.50020 -1.16636
H -1.46446 -5.77899 -2.22445
H -0.59203 -4.69891 0.50061
H -2.11895 -5.52271 0.19545
H -5.42773 -2.77055 -1.79711
H -4.43620 -2.59103 -3.26861
H -4.84348 -1.17091 -2.28428

Forces on atoms 1 to 6 (eV/Å):
O 0.2 0.2 -0.3
S -0.6 -0.1 0.6
O 0.3 -0.2 0.0
C -0.3 -0.2 -0.6
O -0.1 0.2 0.1
P 0.3 0.4 0.1